No. 1
Computed, not measured: a molecular structure, C16H25N4O9P2V, with ωB97M-V/def2-TZVPD.

Values from the calculation:
Charge ... -1
Frontier orbital gap (spin up / spin down) ... 2.52 / 4.60 eV
Multiplicity ... 4
Highest occupied orbital energy (spin up / spin down) ... -1.464 / -3.551 eV
Molecular weight ... 530.3 u
⟨S²⟩ ... 3.80

Each line ends with the Mulliken charge.
CARTESIAN COORDINATES (ANGSTROEM)
C: -5.34695 -1.19912 1.97178  -0.571
H: -0.17705 1.18950 1.63673  0.165
H: 0.09684 5.03985 -0.07567  0.350
O: 3.47709 -3.13287 -0.81209  -0.774
C: 4.47389 -0.48354 0.49189  -1.717
O: 2.27613 -0.51348 -0.37575  0.048
P: 2.31757 -2.85632 -1.68746  0.808
C: -5.46078 -0.45803 -0.30595  -0.629
O: -1.36969 -0.96766 -0.67867  -0.654
H: -1.12095 2.07741 -1.76582  0.224
H: -5.84868 -1.44501 2.89847  0.369
C: 0.53209 3.44867 -1.39266  -0.837
H: -1.16431 3.99686 -0.41235  0.401
H: -0.35403 -0.89009 3.71038  0.347
C: 0.61974 -1.36350 3.58447  -1.709
O: 2.24760 -4.06214 -2.80177  -0.589
H: 1.16574 3.25528 1.21819  0.388
H: -7.16063 -0.54187 1.01551  0.366
H: 3.08471 -4.51102 -2.73304  0.291
H: -0.42956 3.71771 1.86929  0.429
C: -4.10628 -0.64189 -0.43398  -0.507
C: 0.09278 3.26025 1.02654  -0.946
O: 2.69962 -1.62815 -2.68966  -0.153
O: 0.92107 -2.79913 -1.14793  -0.603
H: 4.63968 0.46107 -0.02750  0.229
N: -0.15914 4.05649 -0.20762  -0.043
C: 2.45769 -0.97993 1.91743  -1.176
N: 0.21888 1.26848 -0.39937  0.644
H: 3.12563 -1.04433 2.76691  0.229
H: 0.49381 -2.41704 3.82723  0.312
H: -6.03893 -0.11115 -1.15365  0.365
H: -3.59931 -0.45768 -1.36990  0.451
C: 2.99032 -0.69718 0.67830  0.710
H: 0.38011 4.08030 -2.26649  0.427
C: -3.98570 -1.36578 1.86266  -0.324
H: 5.02400 -0.50207 1.42958  0.417
H: -1.48283 1.81287 0.63177  0.289
N: -1.10743 -1.32680 1.54850  -1.137
P: 1.80229 -0.34443 -3.08397  0.999
N: 0.18695 -1.20915 1.17972  0.829
O: 0.35224 -0.56287 -2.85456  -0.736
H: 2.97000 -0.45846 -4.84711  0.277
H: 0.45078 1.55034 -2.41187  0.066
H: 1.34366 -0.93428 4.27407  0.414
H: 1.59848 3.35853 -1.18993  0.370
O: 2.40133 0.95204 -2.62671  -0.707
C: -6.09955 -0.71947 0.90279  -0.391
C: -3.32419 -1.07087 0.65617  0.461
H: -3.39829 -1.73154 2.69020  0.473
H: 1.22310 1.09392 -0.31450  0.415
C: -0.39481 1.82021 0.77171  -0.457
C: -0.04504 2.04929 -1.57499  -0.548
C: 1.08528 -1.19830 2.15679  1.237
C: -1.89138 -1.17169 0.48850  0.234
H: 4.81603 -1.28666 -0.15715  0.296
V: 0.47432 -0.99495 -0.69184  0.531
O: 2.02605 -0.41063 -4.71560  -0.654

***

No. 2
Computed, not measured: 2 unconnected molecules or ions with the total composition C4H7OP, with ωB97M-V/def2-TZVPD.

Values from the calculation:
Frontier orbital gap ... 7.72 eV
Highest occupied orbital energy ... -7.941 eV
Molecular weight ... 102.1 u

Each line ends with the Mulliken charge.
CARTESIAN COORDINATES (ANGSTROEM)
H: -2.62484 -0.61387 0.76633  0.259
C: -0.93596 0.65024 0.17903  -0.107
H: 2.46914 -1.05741 -0.66346  0.341
C: -0.77124 2.72831 -0.55147  0.151
P: 0.64351 0.23785 0.57706  0.221
H: 1.24654 -1.99117 -0.19408  0.331
H: -1.45082 -1.42566 -0.29550  0.249
H: 2.32983 -1.34669 1.10706  0.309
H: -2.39458 0.02216 -0.95777  0.207
C: 1.81027 -1.19980 0.19454  -0.950
H: 1.13773 1.55217 0.61527  0.066
C: -1.87015 -0.42873 -0.00123  -0.730
O: 0.41056 2.87260 -0.77579  -0.349

***

No. 3
Computed, not measured: a molecular structure, C19H42LuNO2P3S, with ωB97M-V/def2-TZVPD.

Values from the calculation:
Charge ... +3
Frontier orbital gap ... 3.88 eV
Highest occupied orbital energy ... -13.901 eV
Molecular weight ... 616.5 u

Each line ends with the Mulliken charge.
CARTESIAN COORDINATES (ANGSTROEM)
H: -2.70194 -3.76204 1.35050  0.444
H: 3.34313 3.30424 -1.72011  0.462
H: -3.32685 -1.54738 -1.00210  0.337
C: -2.75804 2.13027 -1.62379  -1.194
C: 2.00266 -2.66649 -9.10210  -0.488
C: -3.53371 -1.36008 0.05774  -1.269
C: 0.09596 -1.72049 -1.70559  -0.520
H: -2.14729 2.16259 -2.53771  0.357
H: 3.18958 -3.96333 -7.83687  0.356
H: -0.94147 -2.09905 -1.67915  0.280
S: 2.36142 0.24847 -5.62232  -0.251
H: -3.37198 1.21819 -1.64934  0.342
H: 1.00030 1.04140 4.69860  0.375
C: 1.43681 -1.39327 -9.23544  -0.473
H: 0.24005 2.84555 -2.78563  0.286
C: 1.04032 -2.10931 -0.77486  -0.533
H: -0.99972 -3.53620 1.82258  0.388
C: 0.99221 2.11427 -3.10617  -1.193
C: 2.89272 -2.03699 -6.94006  -0.552
H: -2.21031 2.25839 2.18298  0.293
P: 1.84811 1.39649 -1.65480  0.954
H: 3.46577 -2.26883 -6.04607  0.319
H: 1.32922 1.13174 -5.71863  0.133
C: 1.58331 -0.43788 -8.21911  -0.396
O: 1.51634 -0.43649 2.01180  -0.852
H: 0.87008 -1.15470 -10.13040  0.374
H: -3.40245 3.02112 -1.56864  0.435
H: 0.36993 -1.15753 -2.61734  0.336
H: 1.72732 2.59534 -3.76758  0.579
H: -4.24732 -2.11990 0.40818  0.493
H: 1.87501 -3.41330 -9.88698  0.380
H: 3.81242 0.98896 -3.01760  0.481
H: -1.66821 4.47966 -0.06473  0.529
H: 2.05056 3.52172 -0.48039  0.305
H: 0.47831 1.31359 -3.65533  0.129
H: 2.12184 -1.90375 -0.90366  0.340
C: 3.20138 0.37791 -2.34055  -1.383
H: 0.81381 -2.83845 0.02609  0.301
H: 3.37248 -0.51047 3.65961  0.359
Lu: 0.28844 0.06925 0.11495  1.081
N: 2.60714 -0.31348 4.33103  -0.257
C: 1.78905 0.89849 3.96251  -0.681
C: 2.25725 -0.77849 -7.03201  0.773
H: -2.61484 -0.08836 2.92803  0.280
H: 2.04236 -1.17917 4.38887  0.358
P: -1.95729 -1.44763 1.00526  0.860
C: -2.79392 2.24096 1.25083  -1.136
P: -1.64700 2.06887 -0.16807  0.623
H: 2.79576 -0.48299 -2.89041  0.275
C: 2.75462 2.80864 -0.93209  -1.276
H: -1.43063 -3.65534 0.10272  0.385
C: 2.73779 -2.97718 -7.95650  -0.467
H: -3.50497 1.40602 1.29592  0.325
H: -3.99485 -0.37139 0.15025  0.337
H: -3.57028 -1.59762 2.86413  0.432
H: 1.15236 0.55867 -8.32244  0.349
H: -0.27795 3.90624 -1.04864  0.351
H: -3.33845 3.19074 1.14428  0.511
H: 3.04766 -0.18407 5.25898  0.384
C: -2.56948 -1.16299 2.71504  -1.297
C: 1.22940 0.66886 2.59498  0.790
O: 0.50676 1.52783 1.98844  -0.622
H: 2.42919 1.77513 3.97474  0.360
C: -0.87058 3.72798 -0.14290  -1.147
C: -1.75835 -3.27296 1.07562  -1.340
H: 3.42788 2.43327 -0.14587  0.392
H: -0.20793 3.80580 0.73140  0.277
H: 3.82341 -0.00533 -1.51940  0.413
H: -1.87580 -1.63412 3.42593  0.409

***

No. 4
Computed, not measured: a single C3H2BrCl2F molecule, with ωB97M-V/def2-TZVPD.

Values from the calculation:
SMILES ... F/C(Cl)=C(\Cl)CBr
Frontier orbital gap ... 10.01 eV
Highest occupied orbital energy ... -9.334 eV
Molecular weight ... 207.9 u

Each line ends with the Mulliken charge.
CARTESIAN COORDINATES (ANGSTROEM)
Br: 2.38655 -0.70444 0.00572  -0.053
F: -2.23278 -0.87839 -1.25285  -0.227
Cl: -1.01092 1.79692 -1.04017  -0.179
H: 1.23938 1.51606 0.71269  0.406
Cl: -0.64229 -2.17743 0.23070  -0.132
C: 1.10640 0.45764 0.64523  -0.782
C: -0.42161 0.39073 -0.37705  0.095
H: 0.68713 0.34486 1.57688  0.471
C: -1.11186 -0.74595 -0.50114  0.401